# C4H8O2

A molecular structure, C4H8O2 (ωB97M-V with the def2-TZVPD basis set, the OMol25 dataset).

Each line ends with the Mulliken charge.
Atoms and positions in Å:
C -0.5144 -0.6677 1.4401  -1.241
C 0.3003 -0.5520 0.2016  0.360
C -0.6609 0.8866 -0.8712  -1.122
O 0.5112 -1.6279 -0.5061  -0.558
C 1.0468 0.5694 -0.3082  0.461
O 1.8277 0.2970 -1.2785  -0.783
H -1.5155 -1.0507 1.2169  0.326
H -0.0215 -1.3869 2.1018  0.380
H -0.5926 0.2946 1.9513  0.319
H -0.3297 1.6966 -1.5236  0.369
H -1.3719 1.2621 -0.1331  0.352
H -1.0884 0.0977 -1.4920  0.337
H 1.2287 -1.2595 -1.1487  0.419
H 1.1802 1.4407 0.3498  0.382

Properties
- Molar mass: 88.11 g/mol
- Net charge: 0
- Total energy: -8370.540 eV
- ΔE to the lowest compared entry with this formula, charge and spin: 2.742 eV
- Kohn-Sham gap: 9.68 eV
- HOMO level: -8.85 eV